Entry 1:
Here is an isolated molecule of C4H5N3 at a distorted geometry from the Open Molecules 2025 dataset. Energies are from the ωB97M-V functional and the def2-TZVPD basis.

Each line ends with the Mulliken charge.
Cartesian coordinates (Å):
C: -0.716433 0.215460 2.379120  -0.31
N: -1.214037 0.338863 1.200372  -0.64
N: -0.213684 0.083624 0.106107  0.35
C: 0.668827 -0.976297 -0.021691  -0.13
C: 1.149974 -0.736773 -1.257237  -0.35
N: 0.612338 0.317047 -1.900012  -0.66
C: -0.264852 0.820129 -1.022213  -0.02
H: 0.355629 0.254019 2.481088  0.34
H: -1.356299 0.123461 3.270430  0.28
H: 0.797384 -1.758279 0.710895  0.40
H: 1.866735 -1.351253 -1.814983  0.38
H: -0.980869 1.620195 -0.960585  0.35

Cartesian forces (eV/Å) of the 2 atoms listed first:
-0.199 0.308 -1.380
1.291 -1.388 -0.325

LUMO level	0.0136	Ha
SMILES	C=Nn1ccnc1
E_HOMO	-9.001	eV
spin multiplicity	1
frontier orbital gap	9.3719	eV
ΔE to the lowest compared entry with this formula, charge and spin	269.8	kJ/mol
largest force on an atom	3.7	eV/Å

Entry 2:
Here is an isolated molecule of C4H5N3 at a distorted geometry from the Open Molecules 2025 dataset. Energies are from the ωB97M-V functional and the def2-TZVPD basis.

Each line ends with the Mulliken charge.
Cartesian coordinates (Å):
N: 1.961885 0.492519 0.640093  -0.45
C: 0.792469 0.121002 0.206817  0.57
C: 0.451110 -0.308163 -1.110718  -0.28
N: -0.810122 -0.582868 -1.338622  -0.45
C: -1.796663 -0.215441 -0.624552  -0.29
C: -1.445848 0.118192 0.720962  -0.01
N: -0.201992 0.414595 1.048059  -0.57
H: 2.987224 0.565326 0.180674  0.26
H: 2.031825 0.587512 1.677812  0.27
H: 1.065399 -0.810918 -1.933444  0.31
H: -2.697444 -0.674901 -0.924116  0.36
H: -2.337842 0.293144 1.457035  0.27

Cartesian forces (eV/Å) of the 2 atoms listed first:
7.116 1.077 1.938
-2.268 0.631 -2.968

LUMO level	0.0338	Ha
SMILES	Nc1cnccn1
E_HOMO	-8.410	eV
spin multiplicity	1
frontier orbital gap	9.3310	eV
ΔE to the lowest compared entry with this formula, charge and spin	203.8	kJ/mol
largest force on an atom	7.5	eV/Å

Entry 3:
Here is an isolated molecule of C4H5N3 at a distorted geometry from the Open Molecules 2025 dataset. Energies are from the ωB97M-V functional and the def2-TZVPD basis.

Each line ends with the Mulliken charge.
Cartesian coordinates (Å):
N: 2.409524 -1.103970 1.063292  -0.39
C: 1.774188 -0.570941 0.257072  0.40
C: 0.976086 0.161998 -0.751321  -0.62
C: -1.922982 -1.476626 -0.114162  -0.33
N: -1.545529 -0.342092 0.270980  -0.09
C: -1.090241 0.833038 0.357158  -0.10
N: 0.147276 1.207153 -0.189770  -0.28
H: 1.657112 0.588602 -1.492572  0.27
H: 0.332785 -0.550704 -1.273922  0.30
H: -1.719265 -2.233125 0.665797  0.20
H: -1.674253 1.626142 0.813934  0.36
H: 0.655302 1.860525 0.393515  0.28

Cartesian forces (eV/Å) of the 2 atoms listed first:
-0.637 0.517 -0.779
0.539 -0.469 0.703

LUMO level	0.0235	Ha
E_HOMO	-7.942	eV
spin multiplicity	1
frontier orbital gap	8.5799	eV
ΔE to the lowest compared entry with this formula, charge and spin	358.8	kJ/mol
largest force on an atom	1.1	eV/Å

Entry 4:
Here is an isolated molecule of C4H5N3 from the Open Molecules 2025 dataset. Energies are from the ωB97M-V functional and the def2-TZVPD basis.

Each line ends with the Mulliken charge.
Cartesian coordinates (Å):
N: 2.466394 -0.405504 -0.104606  -0.43
N: 1.265822 -1.108606 -0.000071  -0.38
C: 0.231411 -0.362093 0.084287  0.57
C: -1.204874 -0.837366 0.218840  -0.53
C: -1.928261 0.290848 0.167556  -0.15
C: -0.980000 1.398816 0.035756  -0.25
N: 0.259405 1.055746 0.013721  -0.49
H: 2.642394 -0.031089 -1.034030  0.23
H: 3.201844 -1.038179 0.162666  0.26
H: -1.667714 -1.823956 0.306326  0.37
H: -3.000664 0.428508 0.207164  0.39
H: -1.285758 2.432872 -0.057611  0.41

Cartesian forces (eV/Å) of the 2 atoms listed first:
0.159 -0.235 0.088
-0.354 0.323 0.534

LUMO level (spin up / spin down)	-0.0180 / -0.0180	Ha
SMILES	N/N=C1/C=CC=N1
E_HOMO (spin up / spin down)	-8.862 / -8.863	eV
spin multiplicity	1
frontier orbital gap (spin up / spin down)	8.3735 / 8.3741	eV
ΔE to the lowest compared entry with this formula, charge and spin	261.7	kJ/mol
largest force on an atom	0.9	eV/Å

Entry 5:
Here is an isolated molecule of C4H5N3 at a distorted geometry from the Open Molecules 2025 dataset. Energies are from the ωB97M-V functional and the def2-TZVPD basis.

Each line ends with the Mulliken charge.
Cartesian coordinates (Å):
N: -1.807441 -0.865723 1.497956  -0.48
C: -0.725898 -0.360123 0.647610  0.73
N: -0.351865 0.475462 1.503341  -0.36
C: 1.353363 1.202863 0.049618  -0.64
C: 1.369489 0.649909 -1.189845  -0.11
C: 0.404655 -0.380870 -1.433130  0.03
N: -0.499592 -0.835842 -0.611533  -0.58
H: -2.691731 -0.380954 1.550560  0.23
H: -1.623331 -1.511399 2.252794  0.24
H: 2.129446 1.975713 0.187144  0.25
H: 2.038531 0.895503 -2.036521  0.32
H: 0.404373 -0.864538 -2.417994  0.37

Cartesian forces (eV/Å) of the 2 atoms listed first:
-0.544 -1.013 -0.875
-1.212 -0.412 1.066

LUMO level (spin up / spin down)	-0.0083 / -0.0079	Ha
E_HOMO (spin up / spin down)	-8.501 / -8.435	eV
spin multiplicity	1
frontier orbital gap (spin up / spin down)	8.2750 / 8.2196	eV
ΔE to the lowest compared entry with this formula, charge and spin	604.2	kJ/mol
largest force on an atom	4.8	eV/Å

Entry 6:
Here is an isolated molecule of C4H5N3 at a distorted geometry from the Open Molecules 2025 dataset. Energies are from the ωB97M-V functional and the def2-TZVPD basis.

Each line ends with the Mulliken charge.
Cartesian coordinates (Å):
N: -1.576971 -1.759126 0.718913  -0.44
C: -0.719953 -0.684537 0.302494  0.49
N: -1.325877 0.330528 -0.238815  -0.53
C: -0.090144 1.542666 -0.675843  -0.19
C: 1.237701 1.266698 -0.525845  -0.27
C: 1.522947 0.011087 0.094034  0.06
N: 0.643900 -0.857148 0.497415  -0.56
H: -1.936560 -2.401971 0.024310  0.22
H: -2.201444 -1.634125 1.505889  0.23
H: -0.238865 2.560858 -1.129930  0.30
H: 2.114382 1.884384 -0.826290  0.32
H: 2.570885 -0.259314 0.253668  0.38

Cartesian forces (eV/Å) of the 2 atoms listed first:
0.675 -0.209 0.210
-0.324 0.445 -0.339

LUMO level	0.0033	Ha
SMILES	Nc1ncccn1
E_HOMO	-9.486	eV
spin multiplicity	1
frontier orbital gap	9.5747	eV
ΔE to the lowest compared entry with this formula, charge and spin	303.7	kJ/mol
largest force on an atom	5.5	eV/Å